Entry A
The following is a quantum chemistry calculation of one molecule with the formula C2H4ClFO, from the OMol25 dataset.

Computed properties:
SMILES = OC[C@H](F)Cl
molar mass = 98.504 Da
HOMO = -11.2 eV
LUMO energy = 0.0186 Ha

Geometry as ORCA input:
```
! RIJCOSX wB97M-V def2-TZVPD def2/J DEFGRID3
* xyz 0 1
O 1.34 -0.68 -0.34
C 0.51 0.23 0.42
C -0.75 0.42 -0.37
F -1.51 1.68 -0.08
Cl -1.90 -1.13 0.01
H 1.20 -1.82 -0.28
H 0.28 -0.21 1.43
H 1.33 1.07 0.71
H -0.51 0.44 -1.49
*
```



Entry B
The following is a quantum chemistry calculation of one molecule with the formula C2H4ClFO, from the OMol25 dataset.

Computed properties:
SMILES = OC[C@H](F)Cl
molar mass = 98.504 Da
HOMO = -10.9 eV
LUMO energy = 0.0316 Ha

Geometry as ORCA input:
```
! RIJCOSX wB97M-V def2-TZVPD def2/J DEFGRID3
* xyz 0 1
O 1.37 -1.36 -0.16
C 0.22 -1.17 0.62
C -0.70 -0.06 0.20
F -1.03 -0.33 -1.13
Cl 0.08 1.51 0.27
H 1.28 -1.18 -1.10
H -0.32 -2.11 0.65
H 0.61 -0.95 1.59
H -1.66 -0.02 0.80
*
```



Most favorable first, least favorable last: entry B, entry A



Entry A
The following is a quantum chemistry calculation of a 2-piece molecular cluster, C2H7S2 overall, from the OMol25 dataset.

Computed properties:
molar mass = 95.212 Da
HOMO = -2.7 eV
LUMO energy = 0.1180 Ha

Geometry as ORCA input:
```
! RIJCOSX wB97M-V def2-TZVPD def2/J DEFGRID3
* xyz -1 1
S -2.20 2.04 1.19
H -2.29 2.08 -0.15
C -0.40 -1.15 -0.87
S 1.38 -0.92 -0.77
C 1.47 0.24 0.62
H -0.63 -1.63 -1.82
H -0.99 -0.24 -0.78
H -0.78 -1.83 -0.10
H 2.44 0.74 0.57
H 0.67 0.99 0.56
H 1.34 -0.32 1.54
*
```



Entry B
The following is a quantum chemistry calculation of a 2-piece molecular cluster, C2H7S2 overall, from the OMol25 dataset.

Computed properties:
molar mass = 95.212 Da
HOMO = -2.7 eV
LUMO energy = 0.1256 Ha

Geometry as ORCA input:
```
! RIJCOSX wB97M-V def2-TZVPD def2/J DEFGRID3
* xyz -1 1
S -2.36 0.45 0.72
H -2.34 1.80 0.98
C 1.06 1.16 -1.10
S 1.44 -0.67 -0.77
C 0.83 -0.91 0.91
H 2.06 1.43 -1.40
H 0.33 1.15 -1.89
H 0.57 1.61 -0.24
H -0.04 -0.26 1.07
H 1.59 -0.54 1.61
H 0.72 -1.97 1.14
*
```



Entry C
The following is a quantum chemistry calculation of a 2-piece molecular cluster, C2H7S2 overall, from the OMol25 dataset.

Computed properties:
molar mass = 95.212 Da
HOMO = -2.4 eV
LUMO energy = 0.1191 Ha

Geometry as ORCA input:
```
! RIJCOSX wB97M-V def2-TZVPD def2/J DEFGRID3
* xyz -1 1
S -3.38 -0.38 0.87
H -2.89 -1.18 -0.15
C 1.36 0.11 1.44
S 0.89 -0.40 -0.17
C 0.00 0.16 -1.71
H 1.80 -0.69 2.09
H 2.19 0.82 1.33
H 0.72 0.79 2.08
H 0.36 -0.42 -2.60
H -0.02 1.27 -1.76
H -1.03 -0.07 -1.43
*
```



Most favorable first, least favorable last: entry A, entry B, entry C



Entry A
The following is a quantum chemistry calculation of C3H5FS as an isolated structure, from the OMol25 dataset.

Computed properties:
molar mass = 92.138 Da
HOMO = -9.2 eV
LUMO energy = 0.0033 Ha

Geometry as ORCA input:
```
! RIJCOSX wB97M-V def2-TZVPD def2/J DEFGRID3
* xyz 0 1
C 0.76 -0.03 1.07
C 0.27 -0.63 -0.48
C -0.33 -1.80 -0.83
H -1.65 0.46 -0.33
H 1.72 0.68 1.06
H 0.59 -0.90 1.90
H -0.56 -1.78 -2.04
H -0.93 -2.17 -0.04
F 0.91 -0.08 -1.58
S -0.72 1.20 0.95
*
```



Entry B
The following is a quantum chemistry calculation of one molecule with the formula C3H5FS, from the OMol25 dataset.

Computed properties:
SMILES = FCCC=S
molar mass = 92.138 Da
HOMO = -9.0 eV
LUMO energy = -0.0222 Ha

Geometry as ORCA input:
```
! RIJCOSX wB97M-V def2-TZVPD def2/J DEFGRID3
* xyz 0 1
F 2.50 -0.47 -0.18
C 1.27 -0.10 0.54
C 0.49 0.68 -0.53
C -0.85 0.75 0.25
S -1.94 -0.42 -0.06
H 0.74 -0.97 0.82
H 1.67 0.47 1.39
H 0.57 0.10 -1.45
H 0.88 1.64 -0.57
H -0.86 1.67 0.85
*
```



Most favorable first, least favorable last: entry B, entry A



Entry A
The following is a quantum chemistry calculation of a 2-piece molecular cluster, C3H5FS overall, from the OMol25 dataset.

Computed properties:
molar mass = 92.138 Da
HOMO = -9.0 eV
LUMO energy = -0.0591 Ha

Geometry as ORCA input:
```
! RIJCOSX wB97M-V def2-TZVPD def2/J DEFGRID3
* xyz 0 1
C 0.54 -0.37 0.32
C -0.08 -0.78 -1.00
C 0.09 0.67 -0.87
H -2.26 -1.57 0.98
H 1.61 -0.32 0.40
H 0.55 -1.22 -1.69
H -0.84 -1.37 -1.14
H -0.64 1.41 -0.54
F 1.00 1.17 -1.73
S -0.67 -0.28 1.68
*
```



Entry B
The following is a quantum chemistry calculation of one molecule with the formula C3H5FS, from the OMol25 dataset.

Computed properties:
SMILES = F[C@H]1C[C@@H]1S
molar mass = 92.138 Da
HOMO = -9.3 eV
LUMO energy = 0.0210 Ha

Geometry as ORCA input:
```
! RIJCOSX wB97M-V def2-TZVPD def2/J DEFGRID3
* xyz 0 1
F 2.17 0.98 0.71
C 0.76 0.70 0.39
C 0.22 0.02 -0.87
C -0.07 -0.64 0.40
S -1.69 -0.44 0.97
H 0.43 1.61 1.14
H 0.93 -0.41 -1.55
H -0.68 0.70 -1.25
H 0.09 -1.72 0.53
H -2.15 -0.80 -0.48
*
```



Most favorable first, least favorable last: entry B, entry A



Entry A
The following is a quantum chemistry calculation of an isolated ion of composition C5H15N2S and charge +2, from the OMol25 dataset.

Computed properties:
molar mass = 135.256 Da
HOMO (alpha / beta) = -16.8 / -16.8 eV
<S²> = 0.753
LUMO energy (alpha / beta) = -0.2775 / -0.4646 Ha

Geometry as ORCA input:
```
! RIJCOSX wB97M-V def2-TZVPD def2/J DEFGRID3
* xyz 2 2
N -0.73 0.67 1.11
C 0.32 -0.20 0.50
C 1.37 0.56 -0.32
C 2.59 1.11 0.45
S 2.36 2.91 0.78
C -0.52 -1.25 -0.26
N -1.70 -0.63 -0.82
C -2.71 -1.59 -1.25
H -0.54 1.68 1.14
H -1.61 0.49 0.57
H -0.92 0.54 2.11
H 0.82 -0.80 1.26
H 0.96 1.25 -1.07
H 1.77 -0.19 -0.96
H 2.84 0.67 1.41
H 3.45 1.12 -0.24
H 3.36 3.08 1.68
H 0.11 -1.82 -0.95
H -0.81 -1.95 0.52
H -1.44 -0.05 -1.60
H -2.35 -2.20 -2.08
H -3.64 -1.10 -1.51
H -2.97 -2.30 -0.46
*
```



Entry B
The following is a quantum chemistry calculation of a 2-piece molecular cluster, C5H15N2S overall, from the OMol25 dataset.

Computed properties:
molar mass = 135.256 Da
HOMO (alpha / beta) = -17.7 / -17.7 eV
<S²> = 0.753
LUMO energy (alpha / beta) = -0.2812 / -0.4691 Ha

Geometry as ORCA input:
```
! RIJCOSX wB97M-V def2-TZVPD def2/J DEFGRID3
* xyz 2 2
C 1.28 0.54 0.29
C 0.84 1.80 -0.47
S 2.16 2.21 -1.71
N 0.24 0.26 1.35
H 2.25 0.68 0.78
H 1.31 -0.36 -0.32
H 0.74 2.65 0.21
H -0.12 1.62 -0.95
H 1.51 3.16 -2.40
H 0.60 -0.47 1.97
H -0.67 -0.20 0.86
H 0.01 1.07 1.93
C -0.50 -2.96 1.13
C -1.55 -2.47 0.14
C -3.06 -0.69 0.47
N -1.85 -1.03 0.35
H -0.50 -4.05 1.11
H 0.51 -2.65 0.84
H -0.69 -2.65 2.16
H -2.47 -3.05 0.28
H -1.20 -2.62 -0.88
H -3.88 -1.39 0.34
H -3.29 0.35 0.68
*
```



Most favorable first, least favorable last: entry A, entry B



Entry A
The following is a quantum chemistry calculation of an isolated ion of composition C25H35OSi and charge +1, from the OMol25 dataset.

Computed properties:
molar mass = 379.640 Da
HOMO = -10.3 eV
LUMO energy = -0.1550 Ha

Geometry as ORCA input:
```
! RIJCOSX wB97M-V def2-TZVPD def2/J DEFGRID3
* xyz 1 1
C -3.91 2.41 2.33
C -3.02 1.89 1.19
C -1.82 1.16 1.61
C -1.40 -0.15 0.96
C -1.27 -1.17 2.12
O -1.28 1.49 2.74
Si 0.13 2.74 3.04
C -0.29 3.74 4.54
C 1.48 1.53 3.35
C 0.07 3.71 1.47
H -4.79 2.92 1.90
H -4.31 1.58 2.94
H -3.40 3.11 2.99
H -3.60 1.17 0.60
H -2.75 2.72 0.52
H -2.28 -0.45 0.37
H -2.14 -1.84 2.08
H -0.36 -1.78 2.04
H -1.23 -0.64 3.08
H 0.61 4.36 4.74
H -1.14 4.43 4.39
H -0.48 3.13 5.43
H 2.43 2.01 3.09
H 1.50 1.28 4.42
H 1.38 0.59 2.80
H 1.10 3.99 1.21
H -0.34 3.16 0.61
H -0.52 4.63 1.60
C 2.24 -7.18 -3.43
C 1.69 -6.03 -2.64
C 1.57 -6.13 -1.25
C 1.12 -5.05 -0.50
C 0.77 -3.82 -1.10
C 0.45 -2.68 -0.24
C -0.09 -1.52 -0.67
C -0.18 -0.19 0.11
C 0.06 0.94 -0.90
C 1.26 1.65 -0.78
C 1.60 2.65 -1.68
C 0.75 2.94 -2.75
C 1.07 4.09 -3.67
C -0.39 2.16 -2.94
C -0.73 1.15 -2.03
C 0.85 -3.74 -2.52
C 1.30 -4.84 -3.26
H 2.38 -6.91 -4.48
H 3.21 -7.51 -3.04
H 1.58 -8.06 -3.39
H 1.83 -7.06 -0.77
H 1.02 -5.15 0.58
H 0.67 -2.82 0.83
H -0.42 -1.41 -1.71
H 0.67 -0.17 0.80
H 1.96 1.36 0.01
H 2.52 3.22 -1.54
H 0.52 4.00 -4.62
H 0.80 5.05 -3.23
H 2.15 4.14 -3.90
H -1.00 2.34 -3.82
H -1.55 0.47 -2.25
H 0.57 -2.81 -3.03
H 1.36 -4.78 -4.35
*
```



Entry B
The following is a quantum chemistry calculation of a 2-piece molecular cluster, C25H35OSi overall, from the OMol25 dataset.

Computed properties:
molar mass = 379.640 Da
HOMO = -10.8 eV
LUMO energy = -0.2060 Ha

Geometry as ORCA input:
```
! RIJCOSX wB97M-V def2-TZVPD def2/J DEFGRID3
* xyz 1 1
C -2.17 -0.14 -1.57
Si -2.80 -1.05 -0.08
C -4.36 -0.42 0.72
C -2.90 -2.86 -0.49
O -1.51 -0.88 1.00
C -1.42 -0.29 2.22
C -1.29 1.05 2.34
C -0.91 1.69 3.63
C 0.59 1.53 3.98
C 0.97 0.18 4.62
C 1.29 -0.93 3.60
C 0.14 -1.88 3.28
C -1.27 -1.29 3.34
H -2.98 0.02 -2.29
H -1.74 0.83 -1.31
H -1.38 -0.72 -2.06
H -5.18 -0.49 0.00
H -4.61 -1.05 1.58
H -4.30 0.62 1.08
H -3.77 -3.04 -1.13
H -2.00 -3.18 -1.03
H -2.99 -3.48 0.41
H -1.26 1.69 1.45
H -1.13 2.77 3.56
H -1.53 1.32 4.47
H 1.17 1.67 3.05
H 0.87 2.33 4.68
H 1.87 0.33 5.22
H 0.19 -0.14 5.33
H 1.66 -0.48 2.66
H 2.12 -1.52 4.00
H 0.31 -2.29 2.27
H 0.21 -2.74 3.96
H -1.47 -0.82 4.30
H -2.00 -2.11 3.20
C -5.39 6.75 4.10
C -4.74 5.81 3.14
C -4.99 4.43 3.20
C -4.29 3.54 2.40
C -3.35 4.01 1.43
C -2.68 3.12 0.57
C -1.97 3.59 -0.60
C -2.43 3.14 -1.86
C -1.92 3.67 -3.04
C -0.94 4.66 -2.98
C -0.39 5.04 -1.75
C -0.91 4.53 -0.56
C -3.23 5.43 1.29
C -3.92 6.30 2.12
H -4.82 7.69 4.17
H -6.42 7.00 3.80
H -5.45 6.31 5.11
H -5.77 4.05 3.86
H -4.48 2.47 2.46
H -3.02 2.08 0.55
H -3.21 2.38 -1.89
H -2.32 3.31 -3.99
H -0.61 5.14 -3.91
H 0.42 5.77 -1.70
H -0.52 4.84 0.41
H -2.59 5.83 0.49
H -3.84 7.37 1.94
*
```



Most favorable first, least favorable last: entry A, entry B